The following is a DFT calculation (ωB97M-V with the def2-TZVPD basis set) of 9 unconnected molecules or ions with the total composition C16H38Br8N4O9 at a distorted geometry.

Values from the calculation:
largest force on an atom	1.45	eV Å⁻¹
HOMO level	-9.55	eV
2S+1	1
E	-22120.3465	Eh
SMILES	C[N+](=O)[O-].C[N+](=O)[O-].C[N+](=O)[O-].C[N+](=O)[O-].BrCCBr.BrCCBr.BrCCBr.BrCCBr.CCOCC
lowest unoccupied orbital energy	-0.4	eV
relative energy (zero: lowest compared OMol25 entry of this formula, charge and spin)	0.0	kcal/mol

The geometry in XYZ format:
```
75
Properties=species:S:1:pos:R:3:forces:R:3
C -0.900104 -4.189919 2.604850 0.01 -0.58 0.12
N -0.136564 -3.158901 1.860680 -0.26 0.07 0.36
O -0.660144 -2.720148 0.864740 -0.04 0.03 -0.38
O 0.900728 -2.755933 2.339421 0.32 -0.01 0.06
H -1.814449 -3.693501 2.914763 -0.05 -0.14 0.08
H -0.318322 -4.572090 3.435357 0.09 0.38 0.12
H -1.116606 -5.033227 1.953841 -0.13 0.27 -0.30
C -0.744655 0.366823 0.238761 -0.74 -0.34 -0.05
N -0.376795 1.463281 -0.688255 -0.26 -0.78 0.35
O -0.297740 2.586160 -0.261841 0.28 0.28 0.22
O -0.250355 1.161632 -1.863914 0.56 -0.65 0.05
H -1.619355 -0.105700 -0.205552 -0.07 0.12 -0.01
H -1.015607 0.794982 1.195065 0.22 0.05 0.09
H 0.015340 -0.405336 0.288961 0.34 0.34 -0.04
C -1.181674 3.621783 -2.921385 -0.79 0.33 -0.78
N -2.213652 4.225578 -2.033295 0.64 -0.98 0.28
O -1.824231 4.926188 -1.124775 0.15 0.62 0.15
O -3.359484 3.885665 -2.189284 -0.57 0.13 -0.30
H -0.742573 2.742235 -2.456043 -0.08 0.70 -0.02
H -0.461543 4.397569 -3.149579 0.15 -0.06 -0.01
H -1.733736 3.272078 -3.790538 0.17 0.22 -0.18
C 3.780662 -1.086382 1.834105 -0.58 -0.15 0.01
N 3.162653 0.216553 1.428781 1.09 0.35 0.90
O 3.662406 1.199426 1.944973 -0.36 0.09 -0.32
O 2.235254 0.237577 0.650368 -0.10 -0.22 -0.18
H 3.951502 -1.642501 0.911216 0.05 -0.04 0.38
H 3.056967 -1.583214 2.480574 -0.18 -0.11 -0.38
H 4.646744 -0.895535 2.453000 0.24 0.27 -0.35
Br -3.865366 2.330122 0.700269 0.20 0.15 0.19
C -3.102589 3.917372 1.561521 -0.30 -0.14 0.99
C -3.847971 5.174835 1.194179 -0.21 -0.33 -0.58
Br -5.674524 5.184445 1.932376 0.41 0.02 -0.04
H -2.035334 3.907835 1.358825 -0.09 0.29 -0.47
H -3.200616 3.767444 2.638028 -0.06 -0.27 -0.09
H -3.975899 5.233936 0.118623 0.01 0.19 0.05
H -3.348930 6.061681 1.569066 0.05 -0.01 0.08
Br 3.008464 0.184433 -4.308191 0.39 -0.38 0.32
C 3.480533 -1.078256 -2.867733 -0.29 0.56 0.44
C 2.172532 -1.595993 -2.344112 -0.61 -0.59 0.03
Br 2.451113 -2.925092 -0.929324 0.18 -0.08 -0.25
H 3.993985 -0.521111 -2.086271 0.01 0.19 -0.18
H 4.153453 -1.853809 -3.215760 -0.18 -0.02 -0.39
H 1.577667 -2.090459 -3.107500 0.21 -0.13 -0.07
H 1.517755 -0.866731 -1.884996 0.28 0.43 0.00
Br 0.688215 4.149872 2.557226 0.06 0.29 0.31
C 1.792406 5.204582 1.340132 0.13 -1.02 -0.51
C 0.959287 5.816018 0.245189 0.15 -0.18 -0.01
Br -0.268264 7.143184 0.929456 0.01 0.15 -0.11
H 2.400141 4.412823 0.899867 0.14 0.18 -0.12
H 2.457586 5.870518 1.876518 -0.35 0.20 0.25
H 0.375483 5.058471 -0.270243 -0.18 0.04 0.18
H 1.602967 6.275197 -0.503694 0.02 0.28 0.17
Br -1.787594 1.089051 4.045555 0.02 -0.10 -0.11
C -0.087691 1.338556 4.952205 0.04 1.12 0.36
C 1.024353 0.639899 4.212339 -0.45 -0.45 -0.28
Br 2.682789 0.710694 5.256152 -0.48 -0.08 -0.38
H -0.241367 1.101101 6.001290 0.16 -0.70 -0.15
H 0.070218 2.418109 4.975944 0.08 -0.05 -0.30
H 1.170604 1.078298 3.224856 0.32 0.43 0.26
H 0.746641 -0.390873 3.985229 0.31 -0.16 0.52
C -0.551683 -7.649301 -3.458689 -0.17 0.11 -0.18
C 0.023735 -6.273392 -3.191553 -0.26 -0.28 -0.04
O -1.071765 -5.416282 -2.914748 0.13 0.20 -0.18
C -0.672212 -4.151077 -2.420558 0.57 -0.22 0.47
C -1.866597 -3.228664 -2.349307 0.14 -0.48 -0.05
H 0.191262 -8.371414 -3.801618 0.16 0.06 0.38
H -1.045405 -7.967432 -2.540668 0.00 -0.36 -0.15
H -1.287560 -7.609962 -4.263770 -0.12 0.17 0.13
H 0.679599 -6.318820 -2.312210 0.15 0.11 -0.11
H 0.595775 -5.925638 -4.062103 0.01 0.21 0.14
H -0.182960 -4.273879 -1.441683 -0.29 -0.07 0.07
H 0.136276 -3.734894 -3.040317 -0.24 0.03 -0.27
H -2.161357 -3.011667 -3.375648 -0.23 0.36 0.17
H -1.631801 -2.341560 -1.762606 0.07 0.18 -0.30
H -2.689987 -3.727279 -1.836540 -0.01 -0.07 -0.08
```
Forces are in eV/Å.

Charges computed using Löwdin, reported in e:
1. C 0.057
2. N -0.431
3. O 0.045
4. O 0.043
5. H 0.107
6. H 0.096
7. H 0.103
8. C 0.014
9. N -0.393
10. O 0.039
11. O 0.027
12. H 0.094
13. H 0.038
14. H 0.061
15. C 0.053
16. N -0.424
17. O 0.007
18. O 0.046
19. H 0.038
20. H 0.104
21. H 0.103
22. C 0.028
23. N -0.423
24. O 0.042
25. O 0.032
26. H 0.028
27. H 0.077
28. H 0.095
29. Br 0.635
30. C -0.682
31. C -0.679
32. Br 0.586
33. H -0.002
34. H 0.033
35. H 0.024
36. H 0.044
37. Br 0.627
38. C -0.657
39. C -0.680
40. Br 0.717
41. H 0.053
42. H 0.059
43. H 0.038
44. H 0.026
45. Br 0.679
46. C -0.646
47. C -0.700
48. Br 0.645
49. H 0.053
50. H 0.063
51. H 0.013
52. H 0.068
53. Br 0.665
54. C -0.709
55. C -0.708
56. Br 0.643
57. H 0.054
58. H 0.023
59. H 0.019
60. H 0.041
61. C -0.079
62. C -0.290
63. O -0.158
64. C -0.317
65. C -0.055
66. H 0.074
67. H 0.076
68. H 0.077
69. H 0.116
70. H 0.120
71. H 0.071
72. H 0.093
73. H 0.082
74. H 0.058
75. H 0.081